Entry from OMol25: a molecular structure, C57H45F9I2N3PRuSSb2 (wB97M-V/def2-TZVPD).

Each line ends with the Mulliken charge.
Geometry (Å):
Ru -0.1233 0.1832 -0.1021  -0.245
C -0.3663 0.5856 3.3575  -1.789
C 0.4973 1.5522 2.6127  0.817
C 1.0870 2.5157 3.4357  -1.064
C 1.9356 3.4679 2.9368  -1.206
C 2.1647 3.4419 1.5700  -1.392
C 1.5585 2.4874 0.7762  -0.225
N 0.7353 1.5222 1.2741  1.904
Sb 2.3667 2.5748 -1.1975  1.154
C 2.9192 0.4995 -0.9224  -0.759
C 4.2725 0.2237 -0.9473  -0.940
C 4.6992 -1.0972 -0.9878  -0.993
C 3.7397 -2.0732 -1.1265  -0.885
C 2.3832 -1.7460 -1.1214  0.212
C 1.4237 -2.8166 -1.5498  -1.264
N 1.9732 -0.4746 -0.9021  1.966
C 0.7487 1.9850 -2.4390  -0.478
C 0.7357 2.4143 -3.7524  -1.016
C -0.1143 1.7953 -4.6653  -0.830
C -0.8602 0.7098 -4.2471  -1.095
C -0.7894 0.3058 -2.9210  0.820
C -1.4122 -0.9668 -2.4478  -1.088
N -0.0542 0.9878 -2.0316  1.385
H -1.0299 1.1395 4.0228  0.718
H -0.9577 -0.0609 2.7367  -0.808
H 0.2914 -0.0205 3.9857  0.966
H 0.8542 2.4764 4.4915  0.650
H 2.3966 4.2090 3.5766  0.589
H 2.8042 4.1856 1.1103  0.665
H 4.9905 1.0340 -0.9653  0.603
H 5.7529 -1.3447 -0.9846  0.533
H 4.0191 -3.1056 -1.2820  0.757
H 1.3044 -2.7377 -2.6345  0.378
H 1.8419 -3.8011 -1.3455  0.419
H 0.4460 -2.7568 -1.0878  0.153
H 1.3870 3.2200 -4.0674  0.650
H -0.1539 2.1262 -5.6949  0.501
H -1.4792 0.1515 -4.9373  0.648
H -2.4630 -1.0293 -2.7171  0.589
H -0.8922 -1.8157 -2.8932  0.663
H -1.3630 -1.1064 -1.3495  -0.548
S -0.2860 -1.7644 1.0657  -0.028
Sb 1.2181 -2.8320 2.5939  1.262
C 2.5684 -1.4563 3.3710  0.144
C 3.2202 -0.5901 2.4940  0.611
C 4.1842 0.2741 2.9893  -0.567
C 4.4840 0.2753 4.3474  -0.881
C 3.8265 -0.5861 5.2157  -0.768
C 2.8667 -1.4652 4.7299  -0.826
C -0.0838 -3.6476 3.9941  0.882
C -0.0584 -5.0163 4.2503  -0.643
C -0.9435 -5.5483 5.1771  -0.768
C -1.8406 -4.7212 5.8377  -0.708
C -1.8582 -3.3545 5.5826  -0.782
C -0.9810 -2.8113 4.6589  -0.421
C 2.2404 -4.3128 1.5561  0.675
C 1.5655 -5.4308 1.0654  -0.455
C 2.2833 -6.4271 0.4224  -0.762
C 3.6615 -6.3100 0.2805  -0.637
C 4.3289 -5.1972 0.7755  -0.765
C 3.6209 -4.1906 1.4170  -0.494
H 2.9873 -0.5911 1.4336  -0.371
H 4.7113 0.9396 2.3171  0.584
H 5.2426 0.9449 4.7309  0.461
H 4.0691 -0.5852 6.2698  0.465
H 2.3652 -2.1444 5.4101  0.591
H 0.6514 -5.6696 3.7585  0.509
H -0.9264 -6.6093 5.3858  0.464
H -2.5270 -5.1417 6.5603  0.442
H -2.5534 -2.7135 6.1086  0.528
H -1.0110 -1.7468 4.4629  0.303
H 0.4893 -5.5251 1.1580  0.499
H 1.7693 -7.2988 0.0400  0.471
H 4.2194 -7.0977 -0.2082  0.443
H 5.4042 -5.1232 0.6784  0.493
H 4.1511 -3.3384 1.8266  0.592
F -5.3739 -0.1038 5.7939  -0.249
C -5.5605 1.0811 5.1926  0.730
F -6.8464 1.1662 4.8414  -0.239
F -5.3105 2.0419 6.0887  -0.256
C -4.6626 1.2239 3.9840  0.210
C -4.1600 0.0948 3.3543  -0.681
C -3.3371 0.2415 2.2529  0.026
C -3.0121 1.5063 1.7728  1.064
C -3.5695 2.6341 2.3752  -0.470
C -4.3826 2.4899 3.4895  -1.179
P -2.1344 1.5731 0.1822  1.786
C -1.5607 3.2678 -0.1083  1.225
C -1.1115 4.0695 0.9406  -0.761
C -0.5823 5.3247 0.6881  -1.476
C -0.4832 5.7789 -0.6176  -0.079
C -0.9498 5.0044 -1.6704  -1.503
C -1.4898 3.7551 -1.4150  -1.089
C 0.2217 7.0832 -0.9111  0.771
F 0.1687 7.9200 0.1239  -0.262
F -0.2878 7.6903 -1.9813  -0.253
F 1.5239 6.8267 -1.1654  -0.248
C -3.5659 1.3050 -0.9095  1.324
C -4.2942 2.3922 -1.4015  -0.602
C -5.4974 2.1840 -2.0547  -1.063
C -5.9935 0.8959 -2.1976  0.000
C -5.3110 -0.1832 -1.6597  -0.663
C -4.1036 0.0258 -1.0129  -0.457
C -7.2790 0.6731 -2.9637  0.778
F -7.0166 0.5745 -4.2763  -0.241
F -7.8837 -0.4558 -2.5810  -0.254
F -8.1287 1.6870 -2.7893  -0.250
H -4.4090 -0.8926 3.7206  0.626
H -2.9593 -0.6485 1.7621  -0.462
H -3.3980 3.6251 1.9789  0.658
H -4.8062 3.3634 3.9678  0.508
H -1.1628 3.7199 1.9635  0.819
H -0.2411 5.9477 1.5044  0.549
H -0.8989 5.3815 -2.6838  0.544
H -1.8572 3.1615 -2.2429  0.828
H -3.9449 3.4062 -1.2677  0.530
H -6.0599 3.0255 -2.4368  0.511
H -5.7296 -1.1789 -1.7270  0.505
H -3.6199 -0.8163 -0.5344  -0.024
I -3.2545 -3.5214 0.8045  0.158
I -5.7617 -4.3911 0.8113  -0.046

Properties
Kohn-Sham gap (spin up / spin down): 6.588 / 5.608 eV
HOMO (spin up / spin down): -15.15 / -15.15 eV
LUMO energy (spin up / spin down): -8.56 / -9.54 eV
charge: +3
expectation value of S²: 0.76
multiplicity: 2